Record 1
DFT (ωB97M-V with the def2-TZVPD basis set) results for a 2-piece molecular cluster, C5H8O2 overall.

Structure (XYZ):
```
15
Properties=species:S:1:pos:R:3:forces:R:3:nbo_charge:R:1
O -1.142187 1.531551 0.790920 0.455 -0.494 -0.177 -0.52
C -0.404772 0.626490 0.476365 -0.288 0.374 0.234 0.61
C 0.909011 0.287624 1.172403 -0.013 0.026 0.049 -0.53
C 1.754828 -0.440350 0.120827 0.045 -0.046 -0.017 -0.53
C 0.791471 -0.845910 -0.999869 0.137 -0.193 -0.247 0.61
O 1.107737 -1.450300 -1.994284 -0.151 0.253 0.431 -0.51
C -0.608139 -0.349298 -0.669671 -0.045 0.060 -0.086 -0.65
H 1.359783 1.191640 1.588144 -0.059 -0.131 -0.078 0.24
H 0.661346 -0.371177 2.015029 0.031 0.084 -0.107 0.24
H 2.526984 0.207042 -0.310979 -0.132 -0.110 0.020 0.25
H 2.261052 -1.334319 0.496643 -0.051 0.127 -0.061 0.25
H -1.131951 0.071452 -1.530773 0.093 -0.040 0.129 0.27
H -1.208414 -1.195624 -0.302942 0.112 0.103 -0.043 0.27
H -3.739343 0.890811 -0.591453 -0.008 0.011 -0.007 -0.03
H -3.137401 1.180375 -0.260366 -0.126 -0.025 -0.040 0.02
```
Positions in Å, forces in eV/Å.

Largest force on an atom in eV/Å: 0.7
Structure (SMILES): O=C1CCC(=O)C1.[H][H]
Orbital gap in hartree: 0.3739
Energy above the lowest of the compared OMol25 structures with the same formula, charge and spin in kcal/mol: 27.1
E_HOMO in eV: -9.708

---

Record 2
DFT (ωB97M-V with the def2-TZVPD basis set) results for a 9-piece molecular cluster, H18O9 overall in a non-equilibrium geometry.

Structure (XYZ):
```
27
Properties=species:S:1:pos:R:3:forces:R:3:nbo_charge:R:1
O -12.548914 -16.629568 -15.538761 2.102 2.034 -0.170 -0.97
H -12.266941 -16.082301 -16.316975 -0.776 -1.076 0.927 0.49
H -13.134341 -17.305958 -15.796391 -1.094 -1.092 -0.823 0.49
O -10.482398 -19.839109 -12.398053 1.055 -0.342 -0.317 -0.96
H -9.973620 -19.186270 -12.905705 -0.315 -0.122 0.095 0.48
H -11.320080 -19.441078 -12.215500 -0.712 0.499 0.140 0.47
O -6.122311 -17.385238 -13.688368 0.791 -0.095 0.474 -0.96
H -5.438056 -17.948829 -13.263372 -0.789 0.558 -0.544 0.47
H -6.345975 -17.855292 -14.501824 0.071 -0.188 0.320 0.49
O -7.884803 -17.367433 -16.547125 0.668 0.591 -0.637 -0.97
H -7.227424 -17.447266 -17.254575 -0.211 -0.602 0.075 0.49
H -7.804423 -16.416124 -16.396111 -0.334 0.117 0.524 0.49
O -9.925919 -14.458416 -14.460808 0.725 0.285 -0.474 -0.95
H -10.405461 -14.990538 -13.843271 0.005 -0.818 1.414 0.47
H -10.645983 -14.312525 -15.052194 -0.608 0.820 -1.112 0.45
O -10.853809 -16.243105 -12.459263 -2.009 1.279 0.998 -0.99
H -10.432896 -15.783737 -11.727537 0.424 -0.412 -0.153 0.49
H -10.271208 -16.785005 -12.949991 1.817 -0.866 -0.432 0.50
O -13.022978 -14.629872 -13.571939 -0.407 0.482 -0.303 -0.95
H -12.466636 -14.422167 -12.831127 0.209 0.281 0.628 0.46
H -12.583724 -15.393922 -13.935689 -0.148 -0.658 -0.292 0.48
O -9.665566 -17.588468 -14.435084 -0.002 -0.958 3.434 -0.97
H -10.491228 -17.350409 -14.763503 -2.635 0.606 -1.062 0.48
H -9.120122 -17.600120 -15.163647 2.294 -0.059 -2.458 0.49
O -6.725609 -19.761158 -14.975965 1.502 -0.283 0.166 -0.94
H -7.469468 -19.510253 -15.473500 -1.498 0.706 -1.241 0.47
H -7.087306 -20.396074 -14.376596 -0.127 -0.685 0.825 0.48
```
Positions in Å, forces in eV/Å.

Largest force on an atom in eV/Å: 3.6
Structure (SMILES): O.O.O.O.O.O.O.O.O
Orbital gap in hartree: 0.3939
Energy above the lowest of the compared OMol25 structures with the same formula, charge and spin in kcal/mol: 58.1
E_HOMO in eV: -10.769

---

Record 3
DFT (ωB97M-V with the def2-TZVPD basis set) results for C19H19N3OS2 as an isolated structure in a non-equilibrium geometry.

Structure (XYZ):
```
44
Properties=species:S:1:pos:R:3:forces:R:3:nbo_charge:R:1
O -2.684075 1.714154 0.563324 0.277 -0.166 -0.229 -0.59
N 0.760905 4.172755 2.080438 0.931 -0.540 -0.752 -0.65
N 1.226087 2.022888 1.281259 2.422 1.673 1.248 -0.53
S -0.737722 3.640429 1.581405 0.442 -1.227 0.467 0.62
S 3.372298 3.547079 2.061860 0.416 0.225 0.607 0.26
C -1.886463 0.813968 0.341054 -1.212 1.491 0.742 0.70
C 1.655451 3.243273 1.797788 -0.530 -0.066 -0.292 0.21
C -0.041937 2.080001 1.197857 -0.540 1.328 -0.323 0.22
C 0.768463 -1.928169 -2.982954 -0.779 -0.525 0.320 -0.22
C -3.972313 -3.310657 2.501546 -0.888 -1.273 0.088 -0.20
C 0.672372 -2.482182 -1.715646 -0.519 0.683 1.288 -0.19
C -0.186407 -0.986702 -3.383125 0.217 -0.139 1.199 -0.19
C -4.255788 -3.417728 1.143961 -0.077 -0.132 0.297 -0.21
C -3.231823 -2.281763 3.008892 0.562 0.258 -0.216 -0.23
C -0.320016 -2.020155 -0.788537 0.858 -0.815 -0.370 -0.23
C -1.143085 -0.527424 -2.483620 0.209 -0.364 -0.544 -0.20
C -3.749309 -2.486817 0.271676 0.818 0.810 -0.020 -0.20
C -2.699455 -1.357789 2.125525 0.542 0.864 -1.311 -0.15
C -1.251058 -1.081751 -1.191439 -0.130 1.042 -0.462 -0.04
C -2.901970 -1.451069 0.711048 -0.622 -0.355 1.910 -0.02
N -0.589188 0.967643 0.716877 -1.709 -2.626 -1.142 -0.62
C -2.333891 -0.466198 -0.296749 -0.272 -0.970 -0.676 -0.36
C 4.736392 1.962212 -1.525651 -0.240 0.491 -0.251 -0.61
C 4.275255 2.473413 0.885933 -2.014 -0.216 -0.659 -0.51
C 4.032853 2.936508 -0.541321 1.496 -0.205 -0.138 -0.41
H 1.502937 -2.311766 -3.672645 0.140 0.109 -0.122 0.22
H -4.369657 -4.067805 3.172078 0.029 0.086 -0.034 0.21
H 1.383635 -3.225062 -1.348911 -0.167 0.194 -0.298 0.22
H -0.157223 -0.591740 -4.366593 0.044 0.364 -0.741 0.22
H -4.872798 -4.226742 0.758443 0.084 0.148 0.189 0.22
H -3.000425 -2.232256 4.067373 -0.142 0.132 -0.101 0.22
H -0.323117 -2.424289 0.242902 -0.163 0.177 -0.765 0.23
H -1.804402 0.268874 -2.848231 0.009 -0.413 0.452 0.22
H -4.000149 -2.551065 -0.768136 0.000 -0.041 -0.500 0.21
H -2.118558 -0.527404 2.551348 -0.163 -0.331 -0.358 0.20
H 0.025128 0.179602 0.548449 0.249 0.337 -0.008 0.43
H -3.180720 -0.180480 -0.969860 0.680 -0.058 0.573 0.26
H 5.814947 1.866031 -1.341757 -0.224 0.184 0.110 0.20
H 4.327541 0.933702 -1.510524 -0.055 0.588 0.103 0.21
H 4.616346 2.376353 -2.535054 0.089 -0.337 0.072 0.21
H 5.324759 2.495252 1.107870 0.429 0.218 0.490 0.23
H 3.915098 1.444950 0.944716 0.065 0.000 0.427 0.23
H 2.992694 3.030508 -0.775454 -0.770 -0.304 0.004 0.21
H 4.408389 3.967416 -0.617412 0.208 -0.297 -0.274 0.20
```
Positions in Å, forces in eV/Å.

Largest force on an atom in eV/Å: 3.3
Orbital gap in hartree: 0.3266
Energy above the lowest of the compared OMol25 structures with the same formula, charge and spin in kcal/mol: 24.8
E_HOMO in eV: -8.339

---

Record 4
DFT (ωB97M-V with the def2-TZVPD basis set) results for a 3-piece molecular cluster, C3H12O3S2 overall in a non-equilibrium geometry.

Structure (XYZ):
```
20
Properties=species:S:1:pos:R:3:forces:R:3:nbo_charge:R:1
C -1.127751 0.767873 -0.409462 -0.134 0.055 1.080 -0.43
C -1.527596 -0.220558 -1.502678 0.649 0.413 -1.174 -0.07
O -0.357397 -0.749830 -2.140870 -1.125 -1.642 0.837 -0.71
C -1.573012 0.219786 0.979637 0.209 -1.609 -0.590 -0.59
S -1.026295 1.339429 2.244961 0.353 0.747 -0.115 0.58
S 0.634478 0.434314 2.873015 -0.287 -0.809 0.207 0.04
H -1.514974 1.781333 -0.516184 -0.126 -0.118 -0.374 0.24
H -0.040344 0.834555 -0.399752 0.083 0.174 0.021 0.23
H -2.067592 -1.098137 -1.173876 -0.177 -0.044 0.347 0.20
H -2.128896 0.274216 -2.266838 -0.146 0.059 0.117 0.21
H 0.280799 -0.091237 -2.310573 0.904 1.519 -0.634 0.48
H -1.019387 -0.711006 1.162329 -0.152 0.107 -0.041 0.25
H -2.625475 -0.071527 0.968121 -0.115 0.680 0.406 0.27
H 1.653595 1.072451 2.203835 0.140 0.590 -0.189 0.27
H 1.572698 -2.157879 0.279894 0.028 -0.261 -0.221 0.48
H 0.891539 -1.396537 -0.903093 0.576 -0.524 -0.019 0.49
O 1.767058 -1.621481 -0.498784 -0.732 0.515 0.331 -0.96
H 3.461995 0.802837 0.410132 -0.093 0.017 0.084 0.51
H 2.214718 -0.146913 0.337896 0.485 0.352 -0.174 0.51
O 2.531838 0.738312 0.662287 -0.339 -0.220 0.100 -0.99
```
Positions in Å, forces in eV/Å.

Largest force on an atom in eV/Å: 2.2
Spin multiplicity: 2
Total charge: +1
Orbital gap (spin up / spin down) in hartree: 0.3829 / 0.2328
Energy above the lowest of the compared OMol25 structures with the same formula, charge and spin in kcal/mol: 0.0
E_HOMO (spin up / spin down) in eV: -14.547 / -14.687

---

Record 5
DFT (ωB97M-V with the def2-TZVPD basis set) results for a 8-piece molecular cluster, C8H32O8 overall in a non-equilibrium geometry.

Structure (XYZ):
```
48
Properties=species:S:1:pos:R:3:forces:R:3:nbo_charge:R:1
C 3.762849 1.547650 -2.287190 -1.885 0.910 -0.020 -0.24
O 3.217293 1.176670 -1.011950 0.463 -1.057 -0.456 -0.77
H 3.438256 0.795623 -2.986554 0.198 -0.147 -0.602 0.17
H 3.326584 2.516513 -2.606607 0.043 -0.499 0.263 0.17
H 4.812431 1.688003 -2.326821 1.187 -0.236 0.393 0.17
H 3.098868 0.197649 -1.110050 -0.127 0.929 0.466 0.50
C -4.020706 -0.303134 -0.205702 1.820 0.046 -0.886 -0.25
O -3.134732 -0.363417 0.885054 0.412 -3.222 -0.848 -0.76
H -3.480056 0.290290 -1.031539 -1.257 -1.020 0.597 0.15
H -4.383207 -1.314572 -0.519951 0.821 0.732 0.119 0.18
H -4.864132 0.194245 0.146718 -1.820 1.200 -0.017 0.17
H -3.072978 0.456035 1.316531 0.092 2.151 0.996 0.50
C -0.161970 2.266069 3.839977 -0.658 -0.908 -2.656 -0.25
O -0.246698 3.139371 2.695342 -0.989 0.545 0.011 -0.80
H -0.100409 2.840737 4.693489 0.458 1.393 1.838 0.18
H -1.118657 1.683791 3.954778 1.038 0.088 -0.370 0.17
H 0.735135 1.676681 3.682163 -0.114 -0.538 0.509 0.19
H 0.348589 2.917080 1.947543 0.057 -0.466 0.863 0.52
C 1.351848 -0.950424 -2.983556 0.423 0.128 0.312 -0.26
O 2.037058 -1.415071 -1.827986 0.166 0.507 -0.091 -0.78
H 0.552405 -1.581035 -3.274409 -1.141 -0.872 0.164 0.17
H 0.944002 0.049175 -2.813634 0.357 0.136 -0.355 0.18
H 2.024261 -1.077920 -3.800044 0.692 0.743 -0.683 0.19
H 1.303128 -1.582513 -1.219693 -0.239 -0.120 0.448 0.50
C -1.402903 -2.318918 -1.303661 -0.948 0.881 1.551 -0.25
O -0.109727 -2.331783 -0.730917 0.934 -0.524 0.833 -0.77
H -2.103380 -2.565648 -0.491336 -0.148 0.153 -0.429 0.19
H -1.677314 -1.283847 -1.655774 0.644 -1.162 0.236 0.19
H -1.462009 -3.063241 -2.052713 -0.246 -0.534 -1.144 0.17
H 0.102753 -3.184110 -0.277476 -0.610 0.972 -0.702 0.50
C -3.511829 3.010756 1.090916 -2.659 -0.659 -0.057 -0.27
O -2.871979 2.136640 2.038307 0.043 1.448 -0.884 -0.77
H -3.250974 4.061167 1.159645 0.264 0.083 0.478 0.18
H -3.365033 2.728407 0.048472 0.464 -0.314 -0.075 0.16
H -4.663129 2.933369 1.205390 1.827 0.141 0.179 0.17
H -1.999499 2.572700 2.137871 0.203 -0.477 0.414 0.51
C 2.782816 -3.961295 0.444813 1.587 0.531 -0.497 -0.26
O 2.787960 -3.950399 -0.965005 -0.550 0.587 -0.397 -0.75
H 3.556280 -4.702064 0.643552 -0.388 -0.216 0.828 0.19
H 3.162223 -2.993730 0.865872 -0.547 -0.632 -0.166 0.16
H 1.806381 -4.222697 0.823961 -0.253 -0.188 0.560 0.14
H 2.433287 -3.091805 -1.252579 0.360 -0.337 -0.406 0.48
C 0.286049 0.701403 0.911258 -0.404 0.587 -0.971 -0.27
O 1.295462 1.706776 1.055506 -1.398 -0.464 1.054 -0.77
H -0.519795 0.968896 0.205384 0.351 0.339 0.098 0.16
H 0.517732 -0.320813 0.648027 1.117 -0.123 -0.138 0.18
H -0.153201 0.648495 1.863140 -0.816 -0.188 1.206 0.19
H 1.990667 1.674249 0.431439 1.178 -0.328 -1.570 0.51
```
Positions in Å, forces in eV/Å.

Largest force on an atom in eV/Å: 3.4
Structure (SMILES): CO.CO.CO.CO.CO.CO.CO.CO
Orbital gap in hartree: 0.3887
Energy above the lowest of the compared OMol25 structures with the same formula, charge and spin in kcal/mol: 86.4
E_HOMO in eV: -10.007

---

Record 6
DFT (ωB97M-V with the def2-TZVPD basis set) results for C8H7HgN2O5 as an isolated structure in a non-equilibrium geometry.

Structure (XYZ):
```
23
Properties=species:S:1:pos:R:3:forces:R:3:nbo_charge:R:1
O -1.679223 -4.489343 -1.616946 1.061 1.119 -1.285 -0.49
C -1.077288 -3.848744 -2.343324 -1.058 -1.107 1.288 0.50
Hg -1.154137 1.189839 -1.630175 1.068 0.642 -0.739 1.06
O 1.810971 -1.580799 -0.253541 -0.612 0.243 -1.674 -0.50
C 1.401116 -1.431327 -1.307310 0.814 -0.477 2.590 0.52
C 1.914106 1.962940 -2.429689 0.999 1.011 -0.125 0.46
O 2.751257 2.707479 -2.593539 -1.018 -0.965 0.153 -0.45
C -1.382707 1.579610 -3.669363 -1.102 -0.803 -0.948 0.11
O -0.636123 2.068913 -4.464703 -0.788 -0.435 1.328 -0.45
C 1.113239 -0.904463 -3.872131 1.017 0.090 -2.616 0.47
O 1.875295 -1.045108 -4.711318 -1.274 0.151 1.741 -0.49
H -2.376457 1.062501 -3.882962 0.905 0.861 -0.854 0.14
C 0.728843 1.085146 3.410872 0.469 0.497 -0.260 -0.40
N -0.261954 0.269695 2.684322 -0.172 0.043 -0.065 -0.44
C -1.060613 -0.729696 3.412038 -0.543 -0.539 -0.191 -0.40
C -0.491151 0.495371 1.431731 0.118 0.329 -1.369 0.69
N -0.628204 0.707216 0.283517 0.045 -0.699 2.902 -0.70
H 0.721373 0.763184 4.457142 0.017 0.193 -0.359 0.24
H 0.474678 2.154367 3.328981 0.067 -0.435 0.193 0.23
H 1.728610 0.927885 2.979900 -0.308 0.006 0.238 0.23
H -2.133644 -0.490432 3.350546 0.410 -0.015 0.141 0.22
H -0.904378 -1.729364 2.981330 0.028 0.309 0.210 0.23
H -0.733600 -0.724873 4.454612 -0.143 -0.020 -0.296 0.24
```
Positions in Å, forces in eV/Å.

Largest force on an atom in eV/Å: 3.0
Total charge: +1
Orbital gap in hartree: 0.3338
Energy above the lowest of the compared OMol25 structures with the same formula, charge and spin in kcal/mol: 0.0
E_HOMO in eV: -12.852